{
  "formula": "C18H34AsN4O4PRuS4Sb",
  "method": "ωB97M-V/def2-TZVPD",
  "symbols": ["Ru", "O", "C", "C", "C", "C", "C", "C", "C", "N", "C", "C", "N", "H", "H", "H", "H", "H", "H", "H", "S", "As", "S", "S", "S", "N", "C", "P", "O", "O", "C", "N", "H", "H", "H", "H", "H", "H", "H", "H", "H", "H", "C", "C", "C", "O", "C", "H", "H", "H", "H", "H", "H", "H", "H", "C", "Sb", "C", "C", "H", "H", "H", "H", "H", "H", "H", "H", "H"],
  "positions_angstrom": [[-0.22009, 0.67785, -0.92859], [-1.80080, -0.51569, -1.46503], [-1.84588, -1.69437, -2.02951], [-3.11710, -2.20796, -2.36960], [-3.28039, -3.46386, -2.89867], [-2.17279, -4.28457, -3.12504], [-0.92278, -3.79013, -2.83740], [-0.72670, -2.50162, -2.31545], [0.63444, -2.02943, -2.10301], [1.04519, -0.99682, -1.38071], [2.41892, -0.94875, -1.49941], [2.84754, -1.96228, -2.28745], [1.71191, -2.63764, -2.66057], [-3.97207, -1.55946, -2.22508], [-4.27498, -3.81440, -3.14376], [-2.29137, -5.28309, -3.52125], [-0.06753, -4.43666, -2.99807], [3.00459, -0.19067, -1.01371], [3.82918, -2.25130, -2.61570], [1.66528, -3.39895, -3.31277], [-1.32250, 4.68255, -3.61185], [-1.81649, 2.85901, -2.76392], [-1.45672, 2.71226, -0.57604], [-0.16071, 1.30432, -3.04969], [-3.69766, 1.96254, -3.12053], [-0.47805, 1.21424, 3.65055], [-1.39424, 1.92945, 2.69539], [-2.25915, 0.46207, 1.97015], [-2.61021, -0.31351, 3.20122], [-1.26478, -0.10593, 0.99893], [-3.79186, 1.03508, 1.12031], [-3.93501, 0.54108, -0.27799], [0.20726, 0.60614, 3.13062], [-1.09508, 0.55211, 4.15435], [0.00883, 1.83050, 4.29447], [-0.81864, 2.48841, 1.96406], [-2.04072, 2.58915, 3.27124], [-3.79577, 2.12281, 1.09769], [-4.64029, 0.68825, 1.70804], [-3.10235, -0.01455, -0.64998], [-4.02262, 1.29029, -1.00606], [-4.75514, -0.05250, -0.37381], [1.51625, -2.96607, 2.71426], [2.84358, -2.34912, 2.25654], [2.56316, -0.83785, 2.26556], [1.15780, -0.68261, 2.50530], [0.50940, -1.94403, 2.22618], [1.47645, -3.04880, 3.80161], [1.34362, -3.95280, 2.28703], [3.08380, -2.67717, 1.24460], [3.67820, -2.61458, 2.90298], [2.81263, -0.37998, 1.30589], [3.09635, -0.30738, 3.05630], [0.32541, -2.02564, 1.15263], [-0.44825, -1.94544, 2.74143], [2.23823, 3.55076, -1.96571], [1.70216, 2.45587, -0.23956], [1.33737, 4.10003, 1.06411], [3.67857, 2.07736, 0.53110], [3.02487, 4.26596, -1.72574], [1.34779, 4.06519, -2.33162], [2.57377, 2.85451, -2.73185], [2.26091, 4.67169, 1.14842], [1.02472, 3.78755, 2.05977], [0.55551, 4.71065, 0.61824], [4.28561, 2.95761, 0.32127], [4.15969, 1.20885, 0.08455], [3.62974, 1.93145, 1.61036]],
  "forces_ev_per_a": [[-0.156, -0.099, 0.333], [-0.302, -0.001, -0.042], [0.015, 0.027, 0.032], [-0.025, 0.014, 0.020], [0.032, -0.037, -0.008], [-0.032, 0.025, 0.004], [0.011, 0.034, 0.001], [0.033, -0.029, -0.048], [0.030, -0.050, 0.107], [-0.166, 0.117, -0.176], [0.009, -0.037, 0.076], [0.025, 0.000, 0.015], [-0.028, -0.026, 0.016], [0.005, 0.006, -0.042], [-0.001, -0.003, -0.002], [-0.002, -0.002, -0.001], [0.001, -0.002, -0.007], [-0.011, 0.019, -0.019], [-0.001, 0.000, -0.003], [0.004, -0.006, 0.007], [0.029, -0.022, 0.001], [0.008, 0.007, 0.095], [-0.198, -0.025, 0.015], [0.260, 0.049, -0.032], [-0.151, 0.020, -0.119], [-0.042, 0.016, -0.050], [-0.013, -0.013, 0.029], [0.165, -0.003, -0.154], [-0.083, -0.051, -0.015], [0.176, 0.023, -0.003], [0.001, -0.001, -0.009], [-0.020, -0.211, 0.054], [0.030, 0.042, 0.057], [0.021, -0.022, -0.002], [0.016, 0.017, -0.026], [0.021, 0.008, 0.031], [-0.013, 0.010, -0.022], [0.021, 0.025, -0.015], [0.031, 0.002, 0.032], [0.255, 0.199, 0.023], [0.209, 0.143, -0.137], [0.004, 0.025, 0.035], [0.017, 0.002, -0.041], [-0.008, 0.008, 0.008], [-0.027, -0.034, -0.062], [0.008, -0.032, 0.120], [0.067, 0.024, 0.044], [0.000, 0.009, 0.003], [0.003, -0.005, 0.010], [-0.005, 0.007, -0.007], [0.005, -0.005, -0.004], [-0.010, -0.018, 0.044], [0.005, -0.010, 0.008], [0.016, 0.025, 0.005], [0.015, -0.012, 0.002], [0.008, 0.051, 0.029], [-0.268, -0.187, -0.215], [-0.037, -0.005, 0.001], [0.012, -0.012, 0.003], [-0.014, 0.004, 0.002], [-0.004, -0.013, -0.018], [0.011, 0.009, 0.001], [0.002, 0.012, 0.000], [0.017, -0.026, 0.011], [-0.004, -0.004, 0.020], [0.006, 0.006, 0.009], [0.012, 0.018, -0.012], [0.005, 0.000, -0.014]],
  "nbo_charge": [0.410, -0.733, 0.482, -0.284, -0.171, -0.272, -0.155, -0.239, 0.413, -0.487, -0.079, -0.095, -0.507, 0.205, 0.214, 0.214, 0.188, 0.212, 0.228, 0.426, -0.658, 0.986, -0.663, -0.222, -0.741, -0.727, -0.611, 2.185, -1.155, -1.146, -0.613, -0.779, 0.483, 0.467, 0.415, 0.253, 0.228, 0.262, 0.242, 0.487, 0.479, 0.410, -0.429, -0.438, -0.059, -0.590, -0.069, 0.203, 0.223, 0.213, 0.218, 0.178, 0.178, 0.196, 0.219, -0.987, 1.286, -0.992, -1.012, 0.220, 0.277, 0.242, 0.229, 0.205, 0.263, 0.233, 0.219, 0.222],
  "e_homo_ev": [-6.882, -6.908],
  "de_lowest_ev": 0.386,
  "multiplicity": 2,
  "s_squared": 0.759,
  "fmax_ha_per_bohr": 0.0076,
  "total_charge": 0,
  "homo_lumo_gap_ev": [6.612, 6.241],
  "lumo_energy_ev": [-0.27, -0.67]
}



{
  "formula": "C18H34B2F6N6O7S4",
  "method": "ωB97M-V/def2-TZVPD",
  "symbols": ["C", "C", "B", "O", "N", "B", "C", "O", "C", "N", "C", "C", "C", "C", "S", "C", "S", "N", "C", "C", "C", "C", "N", "C", "C", "C", "O", "N", "H", "H", "H", "H", "H", "H", "H", "H", "H", "H", "H", "H", "H", "H", "H", "H", "H", "H", "H", "H", "H", "H", "H", "H", "H", "H", "H", "H", "H", "H", "H", "H", "H", "H", "C", "F", "F", "F", "S", "O", "O", "N", "S", "O", "O", "C", "F", "F", "F"],
  "positions_angstrom": [[3.70995, -1.72170, 0.52722], [2.82371, -0.39447, 0.35277], [2.26747, -0.18858, -1.16553], [1.99002, -1.30404, -2.00616], [2.07394, 1.27217, -1.58886], [3.25059, 2.03887, -2.15708], [3.50111, 2.12844, -3.75528], [4.14392, 2.66713, -1.22543], [0.88502, 1.85101, -1.40451], [-0.15228, 1.02853, -0.80941], [-1.21497, 1.99128, -0.74227], [-2.53213, 1.44700, -0.07340], [-3.87085, 2.23540, -0.41901], [-5.09890, 1.21798, -0.23983], [-5.37296, 0.42579, -1.89097], [-5.95927, -1.32819, -1.66221], [-7.60107, -1.50867, -1.32181], [-5.11668, -2.50427, -1.78876], [-5.01373, -3.29464, -0.52059], [-5.09691, -2.44613, 0.82257], [-3.79294, -2.20540, -2.39619], [-3.95157, -1.83960, -3.96214], [-0.85008, 3.25209, -1.25685], [-1.70431, 4.45698, -1.30450], [-2.36856, 4.69833, -2.75518], [-3.36521, 5.95628, -2.72408], [-4.43961, 5.74611, -1.77599], [0.45600, 3.17748, -1.68618], [4.42881, -1.79958, -0.34172], [3.01234, -2.60526, 0.64094], [4.30216, -1.65864, 1.51944], [3.54572, 0.48529, 0.52191], [2.00885, -0.30388, 1.13561], [1.06289, -1.28825, -2.31151], [4.31420, 2.90567, -3.93310], [2.55098, 2.35737, -4.34575], [3.88212, 1.11267, -4.12716], [4.79296, 3.21455, -1.71575], [-2.67328, 0.37952, -0.46767], [-2.35123, 1.31523, 1.04938], [-4.00898, 3.01701, 0.41047], [-3.86882, 2.78150, -1.40785], [-4.79698, 0.45065, 0.55439], [-6.03284, 1.72642, 0.18227], [-4.00712, -3.83817, -0.50917], [-5.79918, -4.11815, -0.57699], [-6.14185, -2.06112, 1.05912], [-4.33256, -1.60345, 0.88321], [-4.82763, -3.16252, 1.67356], [-3.18682, -3.17779, -2.38398], [-3.17138, -1.44339, -1.82493], [-3.86620, -0.70220, -4.06807], [-5.03423, -2.08093, -4.23415], [-3.22250, -2.38954, -4.62417], [-0.99964, 5.35076, -1.15816], [-2.47510, 4.50907, -0.47963], [-1.54792, 4.98913, -3.50203], [-2.89029, 3.76322, -3.14044], [-2.76780, 6.85809, -2.36067], [-3.75965, 6.22642, -3.74887], [-4.22664, 6.19749, -0.93999], [1.00890, 3.93207, -2.11290], [7.48952, -4.16748, 3.34622], [7.43604, -4.24296, 2.00343], [7.97388, -5.34797, 3.77894], [8.42968, -3.24708, 3.64286], [5.87096, -3.76826, 4.09249], [5.00818, -4.86099, 3.68746], [5.52014, -2.47441, 3.52806], [6.34004, -3.76933, 5.60727], [5.16377, -3.44291, 6.62413], [4.14461, -4.46409, 6.77232], [4.66784, -2.08027, 6.61397], [6.14761, -3.55747, 8.15840], [7.16578, -2.67287, 8.17976], [6.70725, -4.77364, 8.31804], [5.41369, -3.32474, 9.26066]],
  "forces_ev_per_a": [[-0.446, 0.524, 1.195], [1.630, 0.372, -0.895], [-0.372, -2.231, 1.637], [-0.349, 2.226, 1.267], [-0.203, 1.568, -0.880], [1.627, 0.933, 0.449], [0.165, -0.032, 0.287], [-1.815, -0.845, -2.266], [-1.452, -1.550, 0.982], [-0.848, 6.417, -1.812], [2.476, -1.837, -0.099], [-0.123, 0.175, -1.021], [-0.388, 0.002, 1.796], [0.262, 0.014, 1.166], [0.420, -0.544, 0.004], [-1.822, -1.405, 0.662], [2.274, 0.239, -0.364], [0.681, 3.024, 0.639], [-0.028, -0.801, 0.792], [-0.037, -0.912, 0.685], [1.160, -1.180, -1.415], [-0.858, 0.979, 1.086], [-2.424, -2.550, 1.814], [0.415, 2.041, -1.420], [-0.033, 0.500, -0.177], [1.098, 0.183, 0.920], [0.623, 0.088, -0.403], [1.222, -2.798, 0.494], [-0.875, -0.252, 1.024], [1.066, 0.805, -0.509], [-0.865, -0.140, -1.707], [-1.121, -0.973, 0.033], [0.789, -0.121, -0.980], [0.646, 0.071, -0.298], [-1.106, -0.986, -0.196], [1.311, -0.226, 0.718], [-0.512, 1.349, 0.494], [-0.338, -0.561, 0.486], [0.552, 1.505, 0.321], [-0.232, 0.521, -1.549], [0.104, -0.847, -1.301], [-0.035, -0.887, 1.065], [-0.430, 0.941, -1.225], [1.239, -0.624, -0.981], [-1.355, 0.884, -0.277], [0.857, 1.223, 0.419], [1.444, -0.388, -0.508], [-0.974, -1.044, -0.362], [-0.357, 0.950, -1.111], [-0.980, 1.282, 0.232], [-0.879, -0.696, -0.649], [0.119, -1.627, -0.138], [1.568, 0.077, 0.111], [-0.849, 0.690, 0.808], [-0.952, -1.218, 0.074], [1.082, -0.644, -0.956], [-1.015, -0.625, 1.005], [0.609, 1.176, 0.567], [-0.562, -1.026, -0.647], [0.258, -0.652, 1.226], [-0.151, -0.182, -0.664], [-0.832, -0.449, 0.464], [1.773, -0.406, -0.142], [-0.496, 0.150, 0.387], [-0.455, 0.257, -0.026], [-0.487, -0.018, -0.017], [-0.967, 0.017, -1.288], [0.647, 0.490, 0.455], [0.449, -0.586, 0.535], [-0.854, 0.227, -0.423], [-1.659, 0.304, 0.818], [0.914, 0.388, -0.239], [0.648, -0.651, -0.176], [1.390, -0.239, 1.185], [-0.414, -0.055, -0.255], [-0.367, 0.210, -0.281], [-0.202, 0.008, -0.643]],
  "lowdin_charge": [-0.100, -0.137, -0.400, 0.132, 0.182, -0.431, -0.001, 0.132, -0.217, 0.197, -0.117, -0.099, -0.264, -0.453, 0.813, -0.992, 0.645, -0.220, -0.226, -0.111, -0.271, -0.097, -0.058, -0.116, -0.144, -0.233, -0.094, 0.168, 0.081, 0.087, 0.078, 0.107, 0.118, 0.111, 0.075, 0.080, 0.100, 0.111, 0.105, 0.150, 0.121, 0.082, 0.073, 0.098, 0.124, 0.124, 0.058, 0.064, 0.090, 0.121, 0.091, 0.049, 0.086, 0.073, 0.144, 0.124, 0.119, 0.117, 0.125, 0.130, 0.091, 0.190, -0.661, 0.114, 0.114, 0.110, 0.583, -0.297, -0.316, -0.293, 0.583, -0.296, -0.302, -0.662, 0.109, 0.112, 0.119],
  "e_homo_ev": -7.913,
  "fmax_ha_per_bohr": 0.1307,
  "total_charge": 0,
  "homo_lumo_gap_ev": 6.414,
  "lumo_energy_ev": -1.50
}



{
  "formula": "C18H34Br6O8S4",
  "method": "ωB97M-V/def2-TZVPD",
  "symbols": ["C", "Br", "Br", "Br", "H", "C", "Br", "Br", "Br", "H", "C", "C", "C", "S", "O", "O", "C", "H", "H", "H", "H", "H", "H", "H", "H", "C", "C", "C", "S", "O", "O", "C", "H", "H", "H", "H", "H", "H", "H", "H", "C", "C", "C", "S", "O", "O", "C", "H", "H", "H", "H", "H", "H", "H", "H", "C", "C", "C", "S", "O", "O", "C", "H", "H", "H", "H", "H", "H", "H", "H"],
  "positions_angstrom": [[1.49203, -4.87427, 1.04559], [1.78491, -3.91362, 2.66121], [-0.35950, -5.34761, 0.77505], [2.62669, -6.40403, 0.86711], [1.71545, -4.20950, 0.22363], [-0.76596, 5.08081, 1.68483], [0.75770, 4.27133, 0.86433], [-1.49783, 6.46512, 0.58963], [-0.31914, 5.72269, 3.45910], [-1.53455, 4.34115, 1.85804], [4.91174, -0.30782, -1.15346], [6.03898, 0.73296, -0.88035], [6.75040, 0.89133, -2.20068], [6.96585, -0.75893, -2.82732], [8.11073, -1.34740, -2.18527], [6.84550, -0.77824, -4.26018], [5.48791, -1.41047, -2.04143], [4.05633, 0.22777, -1.56546], [4.56246, -0.71332, -0.20544], [6.65469, 0.43680, -0.03318], [5.54821, 1.66551, -0.59864], [7.69343, 1.43735, -2.21253], [6.12422, 1.40941, -2.93219], [5.89466, -2.18009, -1.38012], [4.78769, -1.90339, -2.70792], [-3.64672, 0.89659, 6.88002], [-3.02126, 2.26336, 6.53587], [-1.65076, 1.96968, 5.92972], [-1.94626, 0.55890, 4.84973], [-0.82241, -0.33147, 4.87644], [-2.47014, 1.00065, 3.58303], [-3.30638, -0.14480, 5.80973], [-4.72354, 0.99507, 7.01435], [-3.28294, 0.52197, 7.83802], [-2.86972, 2.78220, 7.48020], [-3.60044, 2.85021, 5.82776], [-0.93620, 1.60772, 6.67009], [-1.16065, 2.73105, 5.32597], [-2.91655, -1.09079, 6.17344], [-4.11400, -0.30865, 5.10005], [-1.19950, -1.13621, -0.55989], [-1.51342, 0.05803, 0.35916], [-0.22305, 0.60102, 0.96166], [1.13203, -0.04375, 0.00571], [2.21081, -0.36675, 0.90013], [1.34982, 0.75672, -1.16739], [0.26117, -1.55739, -0.39846], [-1.25926, -0.82645, -1.60551], [-1.86640, -1.98231, -0.41070], [-2.16829, -0.22620, 1.18412], [-2.09612, 0.81279, -0.17168], [-0.06755, 0.09015, 1.91581], [-0.15374, 1.67019, 1.12323], [0.47334, -2.13286, 0.50549], [0.66436, -2.04455, -1.28255], [-4.30534, 0.25719, -4.92986], [-3.64063, 0.08547, -6.31577], [-2.63310, -1.07137, -6.30156], [-2.56697, -1.69160, -4.62657], [-1.21779, -1.80879, -4.14428], [-3.44592, -2.83431, -4.52373], [-3.40617, -0.29466, -3.84612], [-5.24923, -0.29289, -4.92374], [-4.56984, 1.30304, -4.78590], [-3.08797, 0.98482, -6.58356], [-4.39318, -0.10170, -7.07722], [-1.60709, -0.75552, -6.49566], [-2.82319, -1.91676, -6.95733], [-2.59662, 0.39575, -3.60401], [-3.86582, -0.76636, -2.98258]],
  "forces_ev_per_a": [[-0.191, 0.045, -0.475], [-0.026, 0.097, 0.226], [-0.086, -0.004, 0.135], [0.121, -0.108, 0.051], [0.178, 0.024, 0.039], [0.040, 0.061, 0.450], [0.063, -0.088, -0.117], [-0.105, 0.110, -0.053], [-0.026, 0.059, -0.040], [0.036, -0.120, -0.235], [0.227, 0.479, 0.489], [-1.037, 0.024, 0.111], [0.314, 0.663, -0.414], [-0.427, 0.160, -0.141], [0.180, -0.115, 0.022], [0.112, -0.036, -0.167], [0.059, -0.544, 0.951], [0.044, -0.218, -0.390], [-0.051, -0.090, -0.061], [0.341, -0.134, -0.267], [0.166, 0.066, 0.042], [0.170, -0.325, 0.241], [-0.215, -0.164, 0.095], [-0.013, -0.072, -0.137], [0.097, 0.305, -0.380], [-0.368, -0.326, 0.129], [0.810, -0.310, 0.257], [0.119, -0.538, -0.248], [-0.302, -0.064, 0.533], [0.412, -0.203, -0.157], [-0.029, 0.332, -0.319], [0.186, 0.347, -0.432], [-0.022, -0.021, -0.143], [0.223, 0.262, 0.011], [-0.237, 0.453, -0.189], [-0.259, 0.003, 0.160], [-0.054, 0.003, 0.059], [-0.241, 0.202, 0.039], [-0.199, -0.029, 0.193], [0.009, -0.068, -0.007], [0.493, 0.011, -0.647], [-0.636, 0.193, 0.208], [-0.051, -0.606, 0.572], [-0.709, -0.267, 0.146], [0.609, 0.149, -0.074], [0.236, 0.261, -0.377], [0.022, 0.153, 0.578], [-0.351, -0.046, 0.032], [-0.034, 0.017, 0.011], [0.124, -0.148, 0.014], [0.290, 0.083, -0.174], [0.020, 0.267, 0.117], [0.062, 0.028, -0.219], [-0.270, -0.305, -0.116], [0.141, 0.086, -0.007], [-0.819, -0.275, -0.199], [0.362, -0.186, -0.138], [0.750, 0.002, 0.166], [-0.696, -0.336, 0.241], [0.232, 0.074, -0.008], [0.026, 0.110, -0.056], [0.987, -0.278, -0.584], [0.058, -0.031, 0.015], [0.118, 0.015, 0.195], [-0.166, 0.090, -0.031], [-0.055, 0.179, -0.008], [-0.103, 0.179, -0.099], [-0.331, -0.001, 0.058], [-0.142, 0.028, 0.351], [-0.186, 0.437, 0.171]],
  "nbo_charge": [-0.517, 0.121, 0.077, 0.103, 0.221, -0.507, 0.118, 0.103, 0.068, 0.228, -0.412, -0.410, -0.683, 2.182, -0.948, -0.943, -0.690, 0.226, 0.240, 0.220, 0.224, 0.254, 0.239, 0.246, 0.252, -0.410, -0.412, -0.663, 2.168, -0.943, -0.965, -0.671, 0.228, 0.216, 0.230, 0.224, 0.241, 0.258, 0.253, 0.250, -0.417, -0.413, -0.688, 2.184, -0.956, -0.953, -0.671, 0.226, 0.229, 0.233, 0.212, 0.254, 0.256, 0.230, 0.259, -0.416, -0.405, -0.681, 2.169, -0.944, -0.952, -0.662, 0.221, 0.227, 0.216, 0.228, 0.248, 0.258, 0.237, 0.257],
  "e_homo_ev": -9.966,
  "de_lowest_ev": 0.345,
  "fmax_ha_per_bohr": 0.0229,
  "total_charge": 0,
  "homo_lumo_gap_ev": 9.809,
  "lumo_energy_ev": -0.16
}